(1)
C21H30AsBaN2O3Si2 | the ωB97M-V functional and the def2-TZVPD basis

Cartesian coordinates (Å):
Ba 13.103 11.289 7.761
As 10.342 9.887 8.325
Si 11.365 7.871 7.529
Si 9.452 11.141 6.504
O 15.101 10.452 8.516
O 12.103 13.387 8.974
O 11.373 15.840 8.347
N 15.421 11.317 10.634
N 14.441 12.127 10.306
C 12.065 15.666 9.485
C 11.572 17.024 7.576
C 13.308 15.145 11.966
C 11.517 6.669 8.891
C 13.069 8.268 6.784
C 9.745 10.337 4.839
C 16.940 8.539 8.900
C 17.941 7.580 8.874
C 7.625 11.205 7.024
C 10.148 12.891 6.518
C 10.432 7.147 6.130
C 18.872 7.529 9.901
C 14.086 13.037 11.167
C 13.180 14.105 10.972
C 18.715 8.473 10.927
C 12.713 16.367 11.717
C 15.827 10.556 9.590
C 17.896 9.579 10.761
C 12.511 14.338 9.745
C 12.161 16.609 10.453
C 16.980 9.667 9.684
H 13.839 14.836 12.896
H 11.210 13.078 6.353
H 12.498 16.992 6.960
H 11.704 7.130 9.840
H 8.883 9.675 4.550
H 13.016 8.829 5.848
H 14.558 12.924 12.180
H 7.352 11.799 7.892
H 12.304 5.949 8.739
H 10.630 9.726 4.690
H 17.985 10.316 11.559
H 11.641 17.922 8.221
H 19.300 8.311 11.816
H 9.744 11.131 4.132
H 10.228 6.106 6.312
H 9.542 13.315 5.711
H 19.673 6.786 9.929
H 9.902 13.467 7.419
H 16.140 8.481 8.200
H 7.108 11.636 6.154
H 13.490 7.319 6.445
H 12.832 17.193 12.433
H 11.057 7.270 5.242
H 10.624 6.123 9.076
H 7.257 10.191 7.081
H 9.432 7.622 5.931
H 10.679 17.016 6.888
H 13.857 8.672 7.456
H 17.978 6.797 8.092
H 11.783 17.618 10.259

Computed properties:
ΔE to the lowest compared entry with this formula, charge and spin in kcal/mol: 6.0
LUMO energy in eV: 1.9
Gap between HOMO and LUMO in eV: 5.404
Charge: -1

(2)
C21H30AuBF5NO3P | the ωB97M-V functional and the def2-TZVPD basis

Cartesian coordinates (Å):
Au 1.122 0.339 0.011
P 3.144 1.047 -0.882
F 2.125 -3.378 1.176
F 1.819 -1.126 1.616
F 3.832 -2.132 2.088
F 3.194 -1.798 -0.096
F 0.558 0.985 2.640
O 3.297 0.581 -2.362
O 4.488 0.687 -0.199
O 3.164 2.620 -0.954
N -0.843 -0.127 0.542
C -1.015 0.230 4.184
C -1.742 2.703 0.742
C -3.468 0.584 -1.963
C -3.061 -0.795 3.368
C -2.619 -0.700 2.077
C -2.521 0.814 -0.970
C -2.258 -0.348 4.426
C -1.826 -1.550 -1.205
C 3.737 -0.738 -2.789
C -1.327 -0.168 1.787
C -1.726 3.026 -1.727
C 4.751 0.894 1.215
C -2.405 2.285 -0.567
C -0.989 -2.782 -0.892
C -3.606 -0.644 -2.574
C -0.942 -3.215 0.572
C -2.776 -1.690 -2.205
C 0.401 -2.686 -1.520
C -1.726 -0.286 -0.570
C 2.029 3.455 -1.205
C -0.576 0.323 2.893
B 2.796 -2.190 1.201
H 3.229 -1.512 -2.221
H -2.611 -0.434 5.445
H -0.545 -4.227 0.633
H -2.879 -2.651 -2.691
H 4.811 -0.806 -2.640
H -2.216 2.835 -2.680
H 0.968 -3.600 -1.346
H -2.249 2.306 1.622
H -0.689 2.421 0.791
H -4.102 1.407 -2.271
H -1.497 -3.588 -1.428
H -1.731 4.102 -1.548
H -1.779 3.791 0.808
H 4.547 1.931 1.476
H -0.689 2.698 -1.820
H -3.220 -1.064 1.255
H 3.491 -0.797 -3.844
H -4.353 -0.789 -3.342
H 1.725 3.376 -2.246
H -1.940 -3.218 1.013
H -4.029 -1.230 3.573
H -0.284 -2.600 1.179
H 0.339 -2.494 -2.592
H 4.160 0.201 1.805
H -3.438 2.639 -0.510
H 1.001 -1.885 -1.072
H 2.345 4.472 -0.992
H 5.806 0.681 1.346
H -0.401 0.623 4.981
H 1.200 3.193 -0.543

Computed properties:
ΔE to the lowest compared entry with this formula, charge and spin in kcal/mol: 4.1
LUMO energy (spin up / spin down) in eV: -2.3 / -7.0
Gap between HOMO and LUMO (spin up / spin down) in eV: 9.813 / 5.163
Charge: +1
Spin multiplicity: 3

(3)
C21H30BrN5O2Se4Tc | the ωB97M-V functional and the def2-TZVPD basis

Cartesian coordinates (Å):
Tc 0.617 -0.119 -0.348
Br 1.766 0.938 -2.340
Se 1.035 -0.546 2.220
Se 2.513 -1.923 -0.522
Se 3.674 -2.971 1.261
Se 2.619 -2.002 3.205
O 2.263 0.661 0.133
O -1.381 -5.762 -3.241
N -0.174 -1.344 -1.859
N -0.511 -5.493 -1.197
N -4.036 -0.435 1.271
N 3.980 2.505 1.092
N -1.509 -0.241 0.393
C -3.277 0.574 2.009
C -2.517 0.047 -0.670
C -0.926 -5.004 -2.393
C 0.300 4.723 1.035
C -3.973 -0.068 -0.144
C -0.695 4.158 0.243
C -3.302 -1.696 1.413
C -1.816 0.704 1.519
C 1.372 3.958 1.428
C -0.301 -2.671 -1.687
C -0.582 -0.864 -3.064
C -0.808 -3.549 -2.631
C 5.105 1.999 1.869
C -1.838 -1.597 0.910
C 4.253 2.299 -0.327
C 0.477 1.997 0.250
C 2.751 1.865 1.554
C -0.612 2.837 -0.138
C 1.491 2.609 1.050
C -1.102 -1.662 -4.067
C -1.220 -3.022 -3.855
H 2.720 0.663 1.218
H -0.476 0.201 -3.194
H -2.343 1.038 -1.068
H 5.227 0.911 1.747
H -4.498 0.880 -0.289
H -0.120 -4.952 -0.445
H -3.292 0.317 3.071
H -1.411 -1.221 -5.005
H -1.632 1.711 1.205
H -0.600 -6.484 -1.064
H 4.378 1.239 -0.569
H -3.785 1.539 1.916
H -1.673 -2.326 0.126
H -3.831 -2.479 0.863
H -1.541 4.767 -0.072
H -4.520 -0.817 -0.726
H 4.956 2.220 2.929
H -3.314 -1.994 2.465
H 2.729 1.903 2.657
H -1.622 -3.669 -4.622
H -1.146 -1.843 1.713
H 3.444 2.700 -0.930
H 5.170 2.837 -0.602
H 6.027 2.498 1.557
H -2.374 -0.640 -1.493
H 2.151 4.403 2.040
H 0.041 -3.006 -0.721
H -1.397 2.427 -0.751
H 0.228 5.765 1.334
H -1.132 0.509 2.341

Computed properties:
ΔE to the lowest compared entry with this formula, charge and spin in kcal/mol: 161.8
LUMO energy (spin up / spin down) in eV: 4.4 / 4.4
Gap between HOMO and LUMO (spin up / spin down) in eV: 4.409 / 4.570
Charge: -2
Spin multiplicity: 2

Among the records above, which one has the highest ΔE to the lowest compared entry with this formula, charge and spin?
C21H30BrN5O2Se4Tc

Which of these has the highest ΔE to the lowest compared entry with this formula, charge and spin?
C21H30BrN5O2Se4Tc

Which value of charge does entry 3 give?
-2

Which of these has the lowest ΔE to the lowest compared entry with this formula, charge and spin?
C21H30AuBF5NO3P